1.
ORCA calculation (ωB97M-V/def2-TZVPD) on C21H25N5SSn as an isolated structure.

Each line ends with the Mulliken charge.
Geometry (Å):
Sn1 -0.39324 -0.09468 -0.77610  0.91
C1 -2.81443 1.58462 1.16058  -0.88
C2 -1.56687 1.27215 1.99589  -0.96
N1 -0.86828 0.02520 1.60457  0.11
C3 -1.43425 -1.21671 2.18071  -0.97
C4 -2.77827 -1.66402 1.61270  -0.77
S1 -2.86774 -1.69646 -0.21571  -0.07
C5 -4.20677 -0.51672 -0.57704  -0.69
C6 -3.72809 0.85917 -1.03493  -0.86
N2 -2.57603 1.37204 -0.27316  -0.13
H1 -3.63933 0.95423 1.48173  0.39
H2 -3.11157 2.61437 1.37376  0.49
H3 -0.84698 2.08362 1.89371  0.50
H4 -1.86055 1.22045 3.04829  0.51
H5 0.06988 0.09633 1.99358  0.31
H6 -0.69775 -2.00479 2.02255  0.51
H7 -1.56420 -1.09199 3.26058  0.41
H8 -2.96826 -2.68212 1.94912  0.53
H9 -3.59812 -1.04802 1.97198  0.46
H10 -4.79847 -0.96709 -1.37172  0.47
H11 -4.83932 -0.47178 0.30738  0.39
H12 -3.41297 0.79704 -2.07787  0.43
H13 -4.57759 1.54818 -0.98700  0.42
H14 -2.33550 2.25635 -0.70708  0.27
C7 0.64933 4.55732 0.04347  -1.66
C8 1.90879 4.69447 -0.51443  -0.53
C9 2.60214 3.55363 -0.87709  -0.92
C10 2.02779 2.29790 -0.69385  0.71
N3 0.80079 2.17157 -0.16142  0.35
C11 0.14648 3.27976 0.19197  -0.28
C12 2.76467 1.04833 -1.02131  0.95
C13 4.08323 1.07298 -1.46292  -0.95
C14 4.74022 -0.12214 -1.68677  -0.92
C15 4.07644 -1.31014 -1.44713  -0.89
C16 2.75641 -1.27172 -1.01213  0.76
N4 2.12025 -0.10848 -0.83178  0.18
C17 1.99877 -2.51806 -0.72563  0.68
C18 2.61395 -3.76511 -0.75280  -0.80
C19 1.88098 -4.90596 -0.47478  -0.49
C20 0.53768 -4.77438 -0.17128  -1.23
C21 -0.00570 -3.50429 -0.17050  0.05
N5 0.69334 -2.39586 -0.43201  0.38
H15 0.07171 5.41358 0.36074  0.46
H16 2.35030 5.67021 -0.66352  0.47
H17 3.58645 3.66315 -1.30169  0.32
H18 -0.83115 3.14289 0.63415  0.85
H19 4.60915 1.99904 -1.62369  0.32
H20 5.76603 -0.12575 -2.02865  0.47
H21 4.58812 -2.24283 -1.61807  0.33
H22 3.66226 -3.86684 -0.98184  0.31
H23 2.35639 -5.87688 -0.49991  0.47
H24 -0.08158 -5.63049 0.05477  0.44
H25 -1.05853 -3.37531 0.03161  0.39

Results
Highest occupied orbital energy: -14.2 eV
LUMO level: -6.09 eV
Total charge: +2

***

2.
ORCA calculation (ωB97M-V/def2-TZVPD) on C3H4FO3Y as an isolated structure.

Each line ends with the Mulliken charge.
Geometry (Å):
C1 -2.23997 -0.49028 0.78300  -1.45
C2 -1.28838 0.47174 0.77944  0.40
H1 -2.66406 -0.77159 -0.18382  0.46
H2 -2.32662 -1.17414 1.63206  0.46
F1 -0.68130 0.81023 1.92395  -0.20
H3 -1.07455 1.20638 -0.00873  0.48
Y1 -4.56573 0.96500 1.39440  0.83
O1 2.41914 0.01313 -2.37902  -0.42
C3 1.46418 -0.14179 -1.39843  0.81
O2 1.66329 -1.01478 -0.53799  -0.32
O3 0.44625 0.56922 -1.57234  -0.37
H4 3.13022 -0.61143 -2.19654  0.33

Results
Highest occupied orbital energy (spin up / spin down): -10.4 / -10.7 eV
⟨S²⟩: 1.761
Spin multiplicity: 2
LUMO level (spin up / spin down): -4.21 / -7.08 eV
Total charge: +1

***

3.
ORCA calculation (ωB97M-V/def2-TZVPD) on C4H5NS as an isolated structure.

Each line ends with the Mulliken charge.
Geometry (Å):
C1 0.79647 1.36569 -0.61042  -0.76
C2 0.44620 -0.74465 0.91374  -0.61
C3 -0.82141 -0.23494 -1.06815  -0.63
C4 0.48256 0.00832 -0.41511  0.95
N1 -0.51909 0.13243 1.54241  -0.45
S1 -0.82775 1.11195 0.36043  0.21
H1 1.59811 1.87432 -0.12359  0.27
H2 -0.14998 -1.73898 0.69923  0.22
H3 1.50539 -0.84793 1.48869  0.27
H4 -1.13623 0.30723 -1.89195  0.34
H5 -1.37428 -1.23344 -0.89527  0.20

Results
Highest occupied orbital energy: -8.0 eV
LUMO level: -0.18 eV
Total charge: 0

***

4.
ORCA calculation (ωB97M-V/def2-TZVPD) on a 2-piece molecular cluster, C3H5ClNO overall.

Each line ends with the Mulliken charge.
Geometry (Å):
C1 1.02693 2.31884 -0.13457  0.12
C2 0.22108 -0.96576 0.11970  -0.37
C3 -1.32770 -1.12018 0.30655  -0.19
N1 -0.07290 0.16510 -0.66390  0.00
O1 -1.36807 0.03165 -0.46792  -0.09
Cl1 2.48998 2.07426 0.53687  0.13
H1 0.80649 2.89210 -1.06428  0.33
H2 0.95586 -0.88827 0.90979  0.29
H3 0.69332 -1.68848 -0.56421  0.26
H4 -1.59792 -1.89350 -0.28611  0.25
H5 -1.82709 -0.92576 1.30807  0.27

Results
Highest occupied orbital energy (spin up / spin down): -14.8 / -13.4 eV
LUMO level (spin up / spin down): -6.51 / -6.75 eV
Total charge: +1

***

5.
ORCA calculation (ωB97M-V/def2-TZVPD) on C5H10O in the gas phase.

Each line ends with the Mulliken charge.
Geometry (Å):
C1 0.84298 0.47148 1.31729  -1.60
C2 0.16733 -0.19417 0.12047  1.61
C3 0.20746 -1.72991 0.17403  -1.45
C4 -1.15510 0.50504 -0.30328  -0.77
C5 -0.32703 1.05265 -1.46921  -0.42
O1 0.78906 0.22724 -1.11116  -0.51
H1 1.84919 0.07106 1.48318  0.36
H2 0.25809 0.30483 2.22853  0.36
H3 0.93159 1.55527 1.17013  0.37
H4 1.06804 -2.02238 -0.44315  0.31
H5 -0.70471 -2.14361 -0.27638  0.34
H6 0.33019 -2.12455 1.19301  0.34
H7 -1.56052 1.26078 0.37654  0.27
H8 -1.93910 -0.20271 -0.58684  0.27
H9 -0.06758 2.11808 -1.38655  0.23
H10 -0.68988 0.85090 -2.48661  0.27

Results
SMILES: CC1(C)CCO1
Highest occupied orbital energy: -9.5 eV
LUMO level: 1.02 eV
Total charge: 0

***

6.
ORCA calculation (ωB97M-V/def2-TZVPD) on a 2-piece molecular cluster, C3H5NO2 overall.

Each line ends with the Mulliken charge.
Geometry (Å):
C1 1.06335 -0.07010 -1.15144  0.23
C2 -0.19515 -0.08987 -0.10739  0.88
C3 -0.09356 -0.36471 1.30812  -1.15
N1 0.44791 0.99727 -0.85068  -0.56
O1 1.96079 -0.63044 -1.64783  -0.48
O2 -1.44516 -0.49342 -0.48432  -0.50
H1 0.83321 -0.21360 1.66755  0.41
H2 -0.48393 -1.42715 1.46243  0.27
H3 -0.91629 0.29801 1.83380  0.26
H4 0.27204 2.60603 -0.55070  0.31
H5 -1.44322 -0.61202 -1.47954  0.35

Results
Highest occupied orbital energy (spin up / spin down): -8.7 / -8.7 eV
LUMO level (spin up / spin down): -0.86 / -0.84 eV
Total charge: 0

***

| no. | total energy (Ha) |
| --- | --- |
| 1 | -1701.050231 |
| 2 | -480.137295 |
| 3 | -608.087154 |
| 4 | -706.928153 |
| 5 | -271.714249 |
| 6 | -322.372475 |